1.
{"formula": "C7H12", "method": "ωB97M-V/def2-TZVPD", "species": ["C", "C", "C", "C", "C", "C", "C", "H", "H", "H", "H", "H", "H", "H", "H", "H", "H", "H", "H"], "coordinates": [[-2.4707, 0.3751, 0.1499], [-1.2484, -0.5149, 0.0008], [-0.2147, -0.0803, -1.0755], [0.8586, -0.0399, 0.0123], [2.2534, -0.5690, -0.0932], [2.0137, 0.9036, 0.1114], [-0.1611, -0.3715, 1.1017], [-3.1120, 0.3251, -0.7381], [-2.1668, 1.4208, 0.2849], [-3.0717, 0.0871, 1.0208], [-1.5582, -1.5570, -0.1310], [-0.0416, -0.8015, -1.8819], [-0.4357, 0.8973, -1.5213], [2.6012, -0.9002, -1.0690], [2.6453, -1.1440, 0.7428], [2.1982, 1.5743, -0.7244], [2.2407, 1.3281, 1.0864], [-0.3554, 0.4526, 1.7992], [0.0464, -1.2775, 1.6819]], "forces_ev_per_angstrom": [[0.0, 0.0, 0.0], [-0.1, -0.1, 0.0], [0.0, 0.0, -0.1], [0.1, 0.0, 0.0], [0.1, -0.2, 0.0], [0.0, 0.2, 0.0], [0.0, 0.0, 0.2], [0.1, 0.0, 0.1], [0.0, -0.1, 0.0], [0.1, 0.0, -0.1], [0.0, 0.1, 0.0], [0.0, 0.1, 0.1], [0.0, -0.1, 0.1], [-0.1, 0.1, 0.1], [-0.1, 0.1, -0.1], [0.0, -0.1, 0.1], [0.0, -0.1, -0.1], [0.0, -0.1, -0.1], [0.0, 0.1, -0.1]], "smiles": "CC1CC2(CC2)C1", "relative_energy_kcal_mol": 28.8, "total_charge": 0, "fmax_ev_per_a": 0.22}


2.
{"formula": "C7H12", "method": "ωB97M-V/def2-TZVPD", "species": ["C", "C", "C", "C", "C", "C", "C", "H", "H", "H", "H", "H", "H", "H", "H", "H", "H", "H", "H"], "coordinates": [[-2.5252, 0.3259, 0.1469], [-1.2354, -0.4660, -0.0340], [-0.2273, -0.0412, -1.1288], [0.8762, -0.0436, -0.0550], [2.2366, -0.6484, -0.1478], [2.0750, 0.8490, 0.0242], [-0.1456, -0.2701, 1.0597], [-3.2312, 0.1554, -0.6752], [-2.3341, 1.4057, 0.2272], [-3.0300, 0.0118, 1.0691], [-1.4725, -1.5296, -0.1396], [-0.0826, -0.7726, -1.9352], [-0.4189, 0.9535, -1.5567], [2.5786, -1.0124, -1.1158], [2.6188, -1.2211, 0.6974], [2.2906, 1.4961, -0.8250], [2.3122, 1.3042, 0.9871], [-0.3161, 0.6258, 1.6728], [0.0311, -1.1224, 1.7289]], "forces_ev_per_angstrom": [[0.0, -0.1, 0.0], [-0.3, -0.1, 0.3], [0.3, 0.0, -0.1], [-0.1, 0.2, 0.0], [0.3, 0.0, 0.0], [0.0, 0.1, 0.0], [-0.1, 0.0, 0.1], [0.2, 0.1, 0.1], [0.0, -0.2, -0.1], [0.1, 0.1, -0.1], [0.0, 0.1, 0.0], [-0.1, 0.3, 0.1], [0.0, -0.2, 0.1], [-0.1, 0.1, 0.2], [-0.2, 0.1, -0.2], [0.0, -0.2, 0.1], [0.0, -0.2, -0.2], [0.0, -0.2, -0.1], [0.0, 0.2, -0.2]], "smiles": "CC1CC2(CC2)C1", "relative_energy_kcal_mol": 29.3, "total_charge": 0, "fmax_ev_per_a": 0.42}


3.
{"formula": "C7H12", "method": "ωB97M-V/def2-TZVPD", "species": ["C", "C", "C", "C", "C", "C", "C", "H", "H", "H", "H", "H", "H", "H", "H", "H", "H", "H", "H"], "coordinates": [[2.3577, 0.4306, -0.7179], [1.1533, -0.5166, -0.6682], [0.3485, -0.3668, 0.6084], [-0.5027, 0.9086, 0.7833], [-1.8922, 0.3215, 0.7692], [-2.1998, -0.4853, -0.4393], [-1.6875, -1.2064, 0.7809], [2.9078, 0.2998, -1.6556], [3.0581, 0.2371, 0.1025], [2.0560, 1.4829, -0.6618], [0.5142, -0.3237, -1.5394], [1.5063, -1.5511, -0.7556], [0.9541, -0.5722, 1.4945], [-0.3293, 1.6562, -0.0057], [-0.2781, 1.3981, 1.7363], [-2.6933, 0.7538, 1.3635], [-3.2515, -0.7286, -0.5831], [-1.6532, -0.3722, -1.3746], [-0.3683, -1.3657, 0.7627]], "forces_ev_per_angstrom": [[0.1, 0.1, 0.0], [0.0, -0.1, -0.1], [0.1, 0.0, 0.0], [0.0, 0.0, 0.0], [-0.1, 0.1, 0.1], [0.0, 0.0, -0.1], [-0.2, 0.0, 0.0], [-0.1, 0.0, 0.1], [-0.1, 0.0, -0.1], [0.0, -0.2, 0.0], [0.1, 0.0, 0.2], [0.0, 0.1, 0.0], [0.1, 0.0, 0.0], [0.0, -0.2, 0.1], [0.0, -0.1, -0.1], [0.1, 0.0, -0.1], [0.1, 0.0, 0.0], [0.0, 0.0, 0.2], [0.2, 0.3, -0.2]], "relative_energy_kcal_mol": 109.6, "total_charge": 0, "fmax_ev_per_a": 0.47}


4.
{"formula": "C7H12", "method": "ωB97M-V/def2-TZVPD", "species": ["C", "C", "C", "C", "C", "C", "C", "H", "H", "H", "H", "H", "H", "H", "H", "H", "H", "H", "H"], "coordinates": [[1.9337, 1.9712, 1.0100], [0.5685, 1.9070, 1.0241], [-0.2167, 1.0438, 0.0937], [-1.4916, 0.9864, 0.5312], [0.4048, -0.0069, -0.6665], [0.0817, -1.4969, -0.2831], [-0.9391, -2.2191, -1.2776], [2.7691, 1.6700, 0.1889], [2.4303, 2.4529, 1.8122], [0.1267, 2.3677, 1.7977], [-2.2522, 0.3295, 0.3508], [-1.9467, 1.5701, 1.2941], [0.1586, 0.0557, -1.7138], [1.4943, 0.2218, -0.6787], [-0.4883, -1.4552, 0.7608], [1.0660, -2.0013, -0.1098], [-0.4619, -2.5395, -2.0912], [-1.9328, -1.7378, -1.3767], [-1.3044, -3.1193, -0.6660]], "forces_ev_per_angstrom": [[0.5, -0.4, -2.0], [4.8, -2.1, -4.0], [-2.5, 1.1, 3.8], [1.0, 0.9, 0.0], [1.9, -1.3, -1.7], [-1.7, 0.9, 1.8], [-1.6, 0.0, 6.2], [-2.7, 0.2, 1.8], [0.2, 0.6, 0.8], [-1.9, 1.5, 2.5], [-1.4, -2.4, -1.7], [0.6, 1.4, 0.7], [-0.3, 0.3, -0.6], [-0.6, -0.7, 0.2], [1.4, -0.2, -2.0], [-1.1, -0.1, -0.4], [1.4, -1.1, -3.6], [1.0, 0.5, -0.5], [0.8, 0.7, -1.0]], "smiles": "C=CC(=C)CCC", "relative_energy_kcal_mol": 72.2, "total_charge": 0, "fmax_ev_per_a": 6.58}


5.
{"formula": "C7H12Ag4BBr6F4O3", "method": "ωB97M-V/def2-TZVPD", "species": ["Ag", "Ag", "Ag", "Ag", "C", "O", "O", "O", "B", "F", "F", "F", "F", "Br", "C", "C", "Br", "H", "H", "H", "H", "Br", "C", "C", "Br", "H", "H", "H", "H", "Br", "C", "C", "Br", "H", "H", "H", "H"], "coordinates": [[27.4154, -7.7635, 13.3723], [23.6160, -9.3065, 14.2007], [25.8356, -8.2749, 17.2438], [24.1716, -7.1342, 11.4519], [25.1414, -7.1506, 14.8587], [24.2130, -7.5904, 15.6377], [26.2905, -6.9906, 15.3359], [24.9410, -7.3111, 13.5725], [26.7903, -10.6545, 16.5527], [27.3113, -9.6777, 15.6271], [27.3216, -11.8809, 16.2087], [27.0690, -10.2062, 17.8482], [25.3635, -10.6524, 16.3845], [31.1344, -6.4299, 14.8261], [30.0073, -7.5079, 16.0447], [30.2306, -9.0042, 15.8694], [29.9661, -9.5849, 14.0310], [28.9679, -7.2449, 15.8467], [30.2904, -7.1177, 17.0163], [29.5926, -9.5722, 16.5416], [31.2472, -9.2129, 16.2014], [25.5750, -2.6816, 14.8696], [27.1670, -3.6728, 14.3097], [26.9062, -4.2360, 12.9293], [28.4692, -5.3047, 12.3564], [27.4331, -4.4323, 15.0420], [28.0121, -2.9864, 14.3068], [26.6469, -3.4288, 12.2500], [26.1032, -4.9675, 12.9539], [20.5312, -4.0125, 16.7357], [22.4569, -4.1839, 16.9720], [22.8242, -5.4207, 17.7777], [24.6835, -5.1377, 18.3591], [22.7591, -3.2613, 17.4605], [22.9428, -4.1694, 16.0009], [22.7921, -6.2858, 17.1227], [22.2154, -5.5737, 18.6596]], "forces_ev_per_angstrom": [[0.8, 0.0, 0.4], [0.1, 0.1, 0.7], [-0.2, 0.5, 0.8], [0.2, 0.2, 0.8], [-0.2, -2.7, 1.7], [-0.8, 0.5, -0.5], [0.5, 1.5, -1.1], [0.1, 0.5, -2.1], [0.2, -1.1, -1.3], [-0.3, 0.2, 0.1], [-0.2, 0.5, 0.6], [0.1, 0.0, 0.2], [0.0, 0.2, -0.1], [-0.3, -0.3, 0.3], [-0.2, 0.1, -0.7], [0.6, 0.8, 0.8], [-0.2, 0.2, 0.2], [0.1, 0.1, -0.1], [0.0, -0.4, 0.2], [-0.4, 0.0, -0.3], [0.1, -0.3, -0.6], [0.4, -0.3, -0.1], [0.5, 0.1, 0.1], [-0.3, -0.2, 0.6], [-0.4, 0.2, -0.1], [-0.5, -0.1, 0.0], [-0.2, 0.2, -0.2], [0.5, -0.2, -0.4], [-0.1, 0.1, 0.1], [0.1, -0.2, -0.1], [0.1, 0.4, 0.4], [0.1, 0.5, -0.6], [-0.2, -0.5, -0.1], [-0.1, -0.1, 0.2], [-0.2, -0.3, -0.1], [0.2, -0.2, 0.2], [0.0, 0.1, 0.1]], "relative_energy_kcal_mol": 16.9, "total_charge": 1, "fmax_ev_per_a": 3.17}